{"formula": "C27H28N4O3Ti", "method": "the ωB97M-V functional and the def2-TZVPD basis", "symbols": ["H", "H", "C", "H", "N", "H", "H", "C", "C", "H", "H", "C", "H", "H", "C", "C", "H", "H", "H", "C", "C", "O", "C", "H", "C", "H", "H", "H", "C", "H", "H", "H", "O", "H", "C", "H", "C", "C", "C", "C", "C", "N", "H", "C", "O", "C", "C", "H", "H", "H", "Ti", "H", "N", "C", "C", "C", "H", "C", "H", "C", "C", "C", "N"], "coordinates": [[-4.73522, 1.45564, -0.07483], [5.15705, 1.71136, -1.24232], [0.32897, -2.17184, -0.57343], [1.82650, -2.94380, -1.87567], [0.19855, 2.94368, -0.40604], [1.03074, 0.75570, 3.66517], [-0.13957, -3.61020, 2.18332], [0.89376, -2.37771, -1.93629], [-2.49707, -0.18201, -1.70273], [1.89540, 1.82385, 1.64523], [-0.39349, -5.19965, 0.41834], [-1.99354, 2.58283, 0.22570], [1.86010, -1.47709, 4.33079], [4.19188, -1.68639, 0.73131], [0.09549, 5.65638, -0.61628], [-2.65242, -1.10673, -2.72732], [-3.94876, -1.89744, 0.82792], [-2.00303, 5.44436, -0.10273], [2.21550, 5.52828, -1.07919], [-2.84988, 0.56770, 0.68917], [3.38668, 0.68485, -0.38531], [-3.24877, 2.87778, 0.21152], [3.07180, -1.70717, 2.56908], [3.47629, -2.66244, 2.88118], [-3.96145, 1.64643, 0.66101], [0.87795, -4.79410, -0.74967], [1.08719, -1.42387, -2.41696], [-3.42048, -3.03707, -3.26791], [-3.26756, -2.32485, -2.46715], [-2.32713, -0.86500, -3.73124], [0.20169, -2.95089, -2.55196], [-2.82189, 0.07321, 1.65834], [0.28658, -0.94899, -0.08888], [-4.39151, 1.87476, 1.63064], [3.00866, 0.08152, 0.96244], [-0.84218, -4.61371, -1.19464], [-3.56979, -1.67562, -0.16470], [-0.95230, 3.57587, -0.18102], [1.29901, 3.62182, -0.73949], [3.48535, -1.15388, 1.35806], [4.46382, 1.80060, -0.41275], [-1.61169, 1.39333, 0.55305], [-1.73016, -3.29487, 1.45796], [-0.69014, -2.97620, 1.49131], [3.67316, 3.04513, -0.63394], [-0.11328, -4.53252, -0.39027], [-1.05924, 4.94629, -0.28272], [-4.23480, -3.54187, -0.98644], [3.64320, -0.10660, -1.08621], [4.99978, 1.94361, 0.52011], [0.34398, 0.87567, 0.00038], [-0.61892, -1.94237, 1.80306], [2.17739, 1.40843, -0.84398], [2.16123, -1.04422, 3.38621], [-2.94563, -0.45884, -0.41531], [-3.72865, -2.60588, -1.18580], [-2.07605, 0.78969, -1.95315], [1.68795, 0.20066, 3.00770], [0.05679, 6.73585, -0.69169], [1.30673, 4.99301, -0.83659], [2.45063, 2.66382, -0.81538], [2.09980, 0.75857, 1.79583], [-0.11493, -3.14681, 0.14522]], "forces_ev_per_angstrom": [[0.0, 0.0, 0.0], [0.0, 0.0, -0.1], [-0.1, 0.6, 0.2], [0.0, 0.0, 0.0], [0.0, 0.3, -0.2], [0.0, 0.0, 0.0], [0.0, 0.0, 0.0], [0.0, -0.1, 0.0], [0.1, 0.1, -0.2], [0.0, 0.0, 0.0], [0.0, 0.0, 0.0], [0.3, 0.7, -0.1], [0.0, 0.0, 0.0], [0.0, 0.0, 0.0], [0.1, 0.0, 0.0], [0.0, -0.1, 0.0], [0.0, 0.0, 0.0], [0.0, 0.0, 0.0], [0.0, 0.0, 0.0], [0.2, 0.1, 0.1], [-0.1, 0.2, 0.0], [-0.2, -0.4, 0.2], [0.0, 0.0, 0.0], [0.0, 0.0, 0.0], [0.1, 0.3, -0.2], [0.0, 0.0, 0.0], [0.0, 0.0, 0.0], [0.0, 0.0, 0.0], [0.0, 0.0, 0.0], [0.0, 0.0, 0.0], [0.0, 0.0, 0.0], [-0.1, 0.0, 0.0], [0.0, -0.9, -0.5], [0.0, 0.0, 0.0], [0.1, 0.2, -0.1], [0.0, 0.0, 0.0], [0.1, -0.1, 0.0], [-0.3, -0.2, 0.2], [0.5, -0.3, 0.0], [0.0, -0.1, 0.0], [-0.1, 0.2, 0.0], [-0.4, 0.0, -0.2], [0.0, 0.0, 0.0], [0.1, -0.1, -0.2], [0.2, -0.3, 0.1], [0.0, 0.3, 0.2], [0.0, 0.1, -0.1], [0.0, 0.0, 0.0], [0.0, 0.0, 0.0], [0.0, 0.0, 0.0], [0.2, -0.9, 0.7], [0.0, 0.0, 0.0], [0.2, -0.2, 0.0], [0.1, 0.0, 0.0], [-0.1, 0.0, 0.0], [0.0, 0.0, 0.0], [0.0, 0.0, 0.0], [-0.1, -0.1, 0.0], [0.0, 0.0, 0.0], [-0.1, 0.2, -0.1], [-0.4, 0.8, -0.1], [0.0, 0.2, 0.0], [-0.1, -0.4, 0.1]], "multiplicity": 2, "homo_lumo_gap_ev": [7.20, 7.33], "molar_mass_g_mol": 504.4, "e_tot_ha": -2339.064360, "total_charge": 3, "homo_energy_ev": [-17.4, -17.4], "s_squared": 0.753, "max_force_ev_per_a": 1.19}



{"formula": "C27H28NOPS2SeSr", "method": "the ωB97M-V functional and the def2-TZVPD basis", "symbols": ["H", "H", "C", "H", "N", "H", "H", "C", "C", "C", "H", "C", "S", "H", "H", "H", "C", "H", "H", "H", "C", "C", "C", "Se", "H", "H", "H", "C", "C", "C", "O", "H", "C", "H", "P", "S", "C", "C", "H", "H", "H", "C", "C", "H", "C", "H", "C", "C", "H", "C", "H", "C", "C", "C", "H", "H", "H", "C", "H", "Sr", "C", "C"], "coordinates": [[5.77987, 0.04746, -4.09788], [-4.15947, 5.61821, -4.78258], [-1.50428, 0.05291, 2.26182], [-0.67149, 5.47122, -4.78065], [2.83988, -0.09965, -2.47427], [-2.27079, 2.51824, -0.00708], [-2.82340, 1.72520, 2.52636], [-3.27867, 6.07484, -4.32556], [-2.81243, 2.37947, -0.94492], [-0.22094, -0.40562, 2.49329], [2.09592, -5.23190, 5.08494], [4.09636, 0.22647, -2.77038], [-1.18378, -2.41976, 0.56161], [1.46596, 4.39123, -4.57008], [-3.62690, 6.82265, -3.60868], [-4.00946, 4.34592, -2.38219], [-1.81320, 1.35233, 2.63573], [2.27774, -3.69593, 3.11814], [-0.06390, -5.47983, 6.24162], [1.25936, 2.65350, -4.08937], [0.03005, -4.77784, 5.42249], [0.73682, -1.22511, -2.97978], [-0.84554, 3.12435, -2.34185], [0.22795, 1.73150, -1.55372], [-3.87466, 2.59204, -0.81252], [4.58087, 0.89561, -2.06701], [-2.71674, 6.59054, -5.10515], [-2.19620, 3.26819, -1.99840], [-1.09370, 4.85584, -3.98904], [1.15143, 3.69993, -3.78967], [0.41500, -1.04363, -1.61669], [-2.66196, 1.33898, -1.22819], [-2.42483, 5.03575, -3.64030], [0.52534, -2.24301, -3.30960], [0.25684, -1.98272, 1.80289], [1.98026, -1.55150, 0.98786], [-2.96060, 4.22903, -2.64819], [0.78617, 0.38870, 3.02054], [0.08149, -0.51142, -3.47027], [-2.24149, -0.66691, 1.90331], [-1.79697, -2.54021, 3.65535], [-1.07169, -4.01827, 5.04110], [2.17912, -0.89550, -3.30570], [1.73924, -0.07224, 3.21424], [1.23880, -4.65601, 4.76249], [4.53442, -1.44867, -5.65975], [1.35168, -3.80590, 3.66458], [-0.81952, 2.16731, 3.19126], [1.77613, 3.75693, -2.89592], [2.75624, -1.40614, -4.46190], [0.83143, -1.72933, -1.06758], [4.06424, -1.06973, -4.76131], [-0.96514, -3.14919, 3.96718], [0.24294, -3.07481, 3.25562], [2.18543, -2.04813, -5.12327], [-1.06239, 3.18141, 3.48287], [1.20694, 2.31291, 3.90003], [0.46759, 1.68885, 3.41556], [-2.01098, -4.11606, 5.56914], [-0.08896, -0.07330, 0.36086], [-0.28726, 3.90934, -3.36588], [4.75534, -0.23782, -3.89585]], "forces_ev_per_angstrom": [[0.0, 0.0, 0.0], [0.0, 0.0, 0.0], [-1.7, 0.6, 3.2], [0.0, 0.0, 0.1], [0.1, -0.1, 0.2], [-0.1, 0.0, 0.2], [0.1, 0.1, -0.1], [0.1, -0.1, 0.1], [0.2, 0.4, -0.2], [-0.3, -0.1, 4.2], [0.0, 0.0, 0.0], [-0.2, -0.1, 0.0], [-1.4, -2.6, -0.3], [0.0, -0.1, 0.1], [0.0, 0.0, -0.1], [0.1, 0.0, 0.0], [0.1, 0.0, 0.1], [0.1, -0.1, 0.0], [0.0, 0.1, 0.0], [0.1, 0.1, -0.3], [-0.1, -0.1, 0.1], [0.2, 0.3, 0.1], [0.3, -0.3, 0.0], [-0.2, 2.3, -1.4], [0.1, 0.0, 0.0], [0.1, 0.0, 0.0], [0.0, 0.0, 0.0], [0.0, 0.0, 0.1], [0.1, 0.1, -0.1], [-0.6, -0.3, 0.6], [0.5, -1.6, -1.1], [-0.2, -0.2, 0.0], [0.0, 0.1, -0.1], [-0.2, 0.0, 0.0], [0.5, -4.2, 3.0], [2.4, -1.5, 0.2], [-0.1, -0.1, 0.1], [-0.8, 0.2, 1.1], [0.0, 0.0, -0.4], [0.1, 0.5, -0.1], [-0.2, 0.0, 0.0], [0.1, 0.1, -0.2], [0.1, 0.0, 0.1], [0.3, 0.2, -0.1], [0.1, 0.1, -0.2], [0.0, 0.0, 0.0], [-0.3, 0.1, 0.0], [0.0, 0.1, 0.0], [0.2, 0.3, -0.1], [0.0, 0.0, -0.2], [0.3, -0.5, -0.6], [-0.1, 0.0, 0.0], [0.5, -0.3, -0.1], [-0.1, 0.1, 0.1], [0.0, 0.0, 0.1], [0.0, 0.0, 0.0], [0.0, 0.0, -0.1], [-0.2, -0.2, -0.2], [0.0, 0.0, 0.0], [0.0, 6.7, -7.7], [0.0, 0.0, 0.1], [0.1, 0.1, -0.1]], "homo_lumo_gap_ev": 6.01, "molar_mass_g_mol": 644.2, "e_tot_ha": -4745.502193, "homo_energy_ev": -6.5, "max_force_ev_per_a": 10.18}



Q: Which formula does entry 2 have?
A: C27H28NOPS2SeSr



Q: Which formula does entry 2 have?
A: C27H28NOPS2SeSr